Computed, not measured: a 18-piece molecular cluster, C59H166N14O18 overall in a non-equilibrium geometry, with ωB97M-V/def2-TZVPD.

Structure (ORCA input):
```
! wB97M-V def2-TZVPD RIJCOSX def2/J DEFGRID3
* xyz 0 1
C -7.434 1.775 -2.482
C -6.127 2.479 -2.126
C -6.062 3.920 -2.322
O -7.089 4.590 -1.543
C -6.847 5.977 -1.644
N -5.848 2.118 -0.645
H -8.245 2.165 -2.018
H -7.372 0.699 -2.130
H -7.579 1.711 -3.556
H -5.306 2.012 -2.675
H -6.247 4.067 -3.345
H -5.041 4.260 -2.006
H -7.114 6.341 -2.637
H -5.787 6.263 -1.460
H -7.375 6.466 -0.817
H -4.875 2.309 -0.413
H -6.411 2.708 -0.035
C 1.834 -7.197 -3.646
C 1.640 -5.854 -4.406
C 0.512 -5.027 -3.913
O -0.686 -5.671 -4.288
C -1.790 -4.775 -4.344
N 2.851 -5.020 -4.449
H 1.972 -7.102 -2.474
H 2.655 -7.827 -4.075
H 0.917 -7.816 -3.838
H 1.486 -6.124 -5.416
H 0.577 -4.057 -4.409
H 0.531 -4.888 -2.821
H -1.974 -4.414 -3.323
H -2.673 -5.273 -4.753
H -1.547 -3.866 -4.913
H 3.192 -4.772 -3.544
H 3.608 -5.434 -4.929
C -0.819 1.748 6.163
C -0.165 1.977 4.812
C 0.453 0.660 4.362
O 1.552 0.468 5.219
C 2.494 -0.480 4.753
N -1.104 2.649 3.880
H -1.066 2.676 6.665
H -0.060 1.234 6.746
H -1.684 1.043 5.977
H 0.650 2.666 5.037
H 0.882 0.682 3.367
H -0.355 -0.148 4.277
H 3.194 -0.376 5.544
H 2.860 -0.226 3.773
H 2.139 -1.512 4.822
H -1.162 3.663 3.941
H -2.040 2.149 3.910
C 3.483 4.945 1.529
C 3.945 3.536 1.763
C 3.429 3.091 3.138
O 4.032 3.784 4.230
C 3.713 3.147 5.481
N 3.393 2.536 0.901
H 4.104 5.716 1.906
H 2.481 5.134 1.832
H 3.572 5.113 0.442
H 5.014 3.451 1.747
H 3.650 1.990 3.335
H 2.315 3.108 3.188
H 3.716 2.106 5.301
H 2.639 3.293 5.829
H 4.375 3.493 6.320
H 2.410 2.636 0.690
H 3.877 2.473 0.048
C -4.714 2.447 6.445
C -4.789 3.296 5.143
C -5.121 2.402 3.918
O -4.012 1.550 3.622
C -4.113 0.736 2.487
N -5.934 4.142 5.219
H -5.619 1.897 6.740
H -4.375 3.059 7.325
H -3.865 1.655 6.236
H -3.822 3.811 4.919
H -5.283 3.079 3.068
H -5.994 1.841 4.143
H -4.974 0.020 2.401
H -3.206 0.021 2.566
H -4.037 1.318 1.533
H -6.030 4.845 4.438
H -6.000 4.609 6.105
C 6.666 -4.599 -0.310
C 5.704 -5.625 -0.862
C 4.302 -5.370 -0.330
O 3.932 -4.054 -0.418
C 2.783 -3.731 0.355
N 5.717 -5.602 -2.340
H 7.745 -4.832 -0.408
H 6.693 -4.402 0.779
H 6.540 -3.674 -0.838
H 5.949 -6.594 -0.338
H 4.251 -5.733 0.688
H 3.652 -6.138 -0.865
H 2.961 -3.858 1.422
H 1.909 -4.338 0.121
H 2.552 -2.717 0.150
H 5.717 -4.642 -2.729
H 4.805 -6.040 -2.555
C -2.634 -3.692 2.209
C -1.431 -3.969 3.027
C -0.722 -2.791 3.590
O 0.466 -3.145 4.363
C 0.264 -3.047 5.782
N -1.787 -4.988 4.002
H -2.397 -2.958 1.358
H -3.395 -3.211 2.776
H -3.067 -4.601 1.737
H -0.747 -4.556 2.457
H -1.460 -2.216 4.205
H -0.460 -2.224 2.703
H 1.085 -3.642 6.396
H -0.743 -3.446 6.001
H 0.264 -1.993 5.953
H -2.433 -4.660 4.737
H -0.917 -5.482 4.320
C 5.767 -1.450 -5.062
C 4.596 -2.450 -5.066
C 3.226 -1.816 -4.703
O 3.293 -1.111 -3.431
C 2.421 -1.682 -2.499
N 4.513 -2.947 -6.422
H 5.570 -0.492 -5.519
H 6.620 -1.906 -5.553
H 6.155 -1.199 -4.080
H 4.751 -3.172 -4.334
H 2.527 -2.682 -4.636
H 2.772 -1.147 -5.544
H 2.793 -2.643 -2.300
H 1.402 -1.617 -2.867
H 2.376 -1.051 -1.589
H 5.351 -3.492 -6.663
H 3.758 -3.606 -6.606
C -3.332 -0.953 -5.984
C -2.265 -0.213 -5.139
C -2.915 0.970 -4.411
O -1.873 1.725 -3.862
C -2.345 2.873 -3.149
N -1.576 -1.089 -4.243
H -4.052 -1.371 -5.305
H -2.809 -1.729 -6.631
H -3.962 -0.381 -6.671
H -1.581 0.181 -5.887
H -3.658 0.493 -3.631
H -3.525 1.544 -5.068
H -1.469 3.510 -2.998
H -2.886 2.706 -2.151
H -3.161 3.400 -3.772
H -2.160 -1.531 -3.586
H -0.820 -0.616 -3.758
C -0.460 7.378 5.691
C -0.411 6.894 4.235
C 0.330 7.962 3.400
O 0.193 7.563 2.068
C 0.834 8.417 1.143
N 0.234 5.530 4.083
H -0.926 6.532 6.222
H -1.005 8.269 5.866
H 0.513 7.473 6.223
H -1.464 6.798 3.903
H 1.374 8.054 3.727
H -0.147 8.895 3.537
H 0.401 9.458 1.198
H 0.801 8.008 0.155
H 1.929 8.468 1.366
H 0.438 5.469 3.076
H 1.177 5.522 4.519
C 1.609 2.265 -2.780
C 2.398 2.070 -4.051
C 1.541 2.277 -5.231
O 0.961 3.573 -5.068
C 0.401 3.938 -6.317
N 3.551 3.044 -3.999
H 0.979 3.210 -2.845
H 2.102 2.357 -1.833
H 0.876 1.430 -2.621
H 2.905 1.032 -4.038
H 0.745 1.539 -5.172
H 2.172 2.221 -6.108
H -0.497 3.342 -6.511
H 1.129 3.774 -7.022
H 0.085 4.954 -6.216
H 3.187 4.004 -3.954
H 4.092 3.084 -4.892
C -5.223 -3.994 -2.510
C -4.909 -2.560 -2.080
C -6.042 -1.880 -1.224
O -7.263 -1.847 -1.919
C -8.386 -1.676 -1.044
N -3.691 -2.410 -1.267
H -4.414 -4.363 -3.116
H -6.214 -3.931 -3.111
H -5.322 -4.621 -1.615
H -4.863 -2.005 -2.977
H -5.676 -0.957 -0.990
H -6.155 -2.487 -0.296
H -8.107 -1.077 -0.204
H -8.758 -2.648 -0.727
H -9.128 -1.247 -1.680
H -3.969 -2.609 -0.299
H -2.992 -3.127 -1.419
C 5.293 -1.213 0.210
C 4.478 -0.865 1.404
O 3.255 -0.341 1.044
H 4.693 -1.916 -0.336
H 6.264 -1.665 0.408
H 5.351 -0.298 -0.375
H 5.028 -0.149 1.958
H 4.392 -1.721 2.053
H 3.365 0.657 0.898
C 7.069 3.766 -0.702
C 6.095 3.807 -1.850
O 5.115 2.732 -1.602
H 7.900 4.435 -1.032
H 7.562 2.775 -0.720
H 6.765 4.056 0.285
H 6.704 3.633 -2.760
H 5.578 4.784 -1.927
H 4.546 2.717 -2.420
C 3.821 -5.580 4.346
C 2.542 -6.329 3.953
O 1.409 -5.736 4.497
H 3.799 -4.506 4.124
H 4.744 -5.982 3.926
H 3.892 -5.557 5.432
H 2.747 -7.329 4.316
H 2.472 -6.314 2.869
H 1.342 -4.787 4.230
C -2.175 -6.683 -1.144
C -1.254 -5.868 -0.209
O -1.483 -4.500 -0.393
H -2.070 -6.533 -2.193
H -3.178 -6.518 -0.807
H -1.939 -7.676 -0.833
H -0.238 -6.213 -0.608
H -1.296 -6.127 0.845
H -0.650 -3.992 -0.371
C -1.934 4.796 1.085
C -0.680 3.932 0.888
O -0.900 2.543 0.993
H -2.514 4.494 1.955
H -2.526 4.711 0.195
H -1.651 5.790 1.199
H 0.033 4.115 1.653
H -0.190 4.106 -0.050
H -1.020 2.277 1.922
C -0.265 -1.017 -0.235
O 0.077 -2.175 -0.098
N -1.382 -0.463 -0.834
N 0.499 -0.026 0.321
H -2.189 -0.970 -1.050
H -1.486 0.518 -0.652
H 1.361 -0.320 0.712
H 0.256 0.973 0.341
*
```

E_tot ... -4468.080896 Ha
HOMO level ... -8.57 eV
LUMO energy ... 0.306 eV
Orbital gap ... 0.3263 Eh